DFT (ωB97M-V with the def2-TZVPD basis set) results for a structure of composition C51H32BrIrN4O2.

Geometry as XYZ:
```
91
Properties=species:S:1:pos:R:3:lowdin_charge:R:1
Ir -0.0372 -0.1387 -0.1522 1.517
C 5.4070 -5.2936 1.4488 -0.092
C 5.1169 -5.0878 0.1072 -0.080
C 4.1236 -4.1903 -0.2592 -0.031
C 3.4161 -3.4971 0.7166 -0.214
C 3.6955 -3.7169 2.0617 -0.012
C 4.6899 -4.6147 2.4241 -0.073
C 2.3799 -2.4914 0.3416 -0.072
C 2.7949 -1.1797 0.1876 -0.219
C 4.1384 -0.6949 0.2840 0.023
C 4.1342 0.5902 -0.1554 0.007
C 2.7810 0.9168 -0.5007 -0.205
N 1.9868 -0.1545 -0.2544 -0.039
C 2.3209 2.1271 -1.0928 -0.058
C 1.0323 2.5883 -0.8980 -0.233
C 0.5919 3.9446 -1.1416 0.008
C -0.7012 4.0209 -0.7699 0.018
C -1.1113 2.6911 -0.3642 -0.211
C -2.4292 2.2901 -0.1669 -0.071
C -3.4775 3.3550 -0.1868 -0.223
C -3.7137 4.1419 0.9352 -0.026
C -4.6692 5.1487 0.9001 -0.077
C -5.3885 5.3858 -0.2619 -0.090
C -5.1615 4.6010 -1.3846 -0.077
C -4.2142 3.5887 -1.3451 -0.034
C -2.8547 0.9602 -0.1275 -0.213
N -2.0504 -0.1334 -0.2237 -0.053
C -2.8573 -1.2461 -0.2748 -0.212
C -2.4214 -2.5551 -0.3726 -0.066
C -3.4520 -3.6054 -0.6370 -0.222
C -4.1888 -4.1723 0.3974 -0.033
C -5.1797 -5.1046 0.1218 -0.077
C -5.4415 -5.4748 -1.1893 -0.090
C -4.6982 -4.9241 -2.2240 -0.077
C -3.7058 -3.9944 -1.9486 -0.023
C -1.0894 -2.9772 -0.2490 -0.214
C -0.6622 -4.3415 -0.1420 0.014
C 0.6724 -4.3207 0.1079 0.019
C 1.0798 -2.9495 0.1220 -0.231
N -0.0097 -2.1564 -0.1067 -0.041
C -4.2339 -0.8184 -0.2025 0.018
C -4.2324 0.5273 -0.0904 0.012
N -0.0307 1.8620 -0.4117 -0.047
C 3.1273 2.7487 -2.1814 -0.178
C 4.4357 3.2058 -2.0289 -0.036
C 5.1533 3.6679 -3.1199 -0.077
C 4.5858 3.6604 -4.3869 -0.089
C 3.2839 3.2126 -4.5502 -0.075
C 2.5549 2.7758 -3.4535 -0.026
H 6.1942 -5.9800 1.7333 0.100
H 5.6654 -5.6240 -0.6566 0.101
H 3.8932 -4.0227 -1.3044 0.123
H 3.1175 -3.1822 2.8059 0.117
H 4.9049 -4.7827 3.4717 0.103
H 4.9824 -1.2692 0.6298 0.120
H 4.9735 1.2615 -0.2061 0.097
H 1.2326 4.7331 -1.5024 0.120
H -1.3465 4.8839 -0.7851 0.117
H -3.1475 3.9582 1.8404 0.118
H -4.8473 5.7516 1.7813 0.103
H -6.1235 6.1795 -0.2937 0.101
H -5.7190 4.7810 -2.2948 0.103
H -4.0341 2.9754 -2.2200 0.125
H -3.9789 -3.8780 1.4186 0.125
H -5.7491 -5.5397 0.9330 0.103
H -6.2265 -6.1878 -1.4055 0.101
H -4.8929 -5.2156 -3.2480 0.102
H -3.1227 -3.5592 -2.7510 0.122
H -1.3130 -5.1976 -0.2125 0.115
H 1.3272 -5.1603 0.2739 0.118
H -5.0868 -1.4768 -0.2183 0.116
H -5.0826 1.1817 0.0088 0.116
H 4.8887 3.2233 -1.0468 0.107
H 6.1631 4.0326 -2.9825 0.104
H 5.1551 4.0014 -5.2416 0.101
H 2.8338 3.1908 -5.5342 0.104
H 1.5438 2.4108 -3.5835 0.122
Br 0.6802 -0.9009 8.0718 0.725
C 0.1175 -0.0192 6.4883 -0.677
C -0.5686 1.1796 6.5911 -0.130
C -0.9785 1.8199 5.4303 -0.069
C -0.7017 1.2680 4.1889 -0.017
C -0.0094 0.0650 4.1052 -0.116
C 0.4027 -0.5865 5.2608 -0.064
C 0.3269 -0.5800 2.7784 -0.527
O 0.9278 -1.6312 2.7314 0.084
O -0.1145 0.1446 1.7867 -0.157
H -0.7782 1.6041 7.5631 0.099
H -1.5162 2.7567 5.4992 0.105
H -1.0142 1.7572 3.2771 0.109
H 0.9360 -1.5225 5.1763 0.112
```

As for the total energy: -136345.586 eV.

DFT (ωB97M-V with the def2-TZVPD basis set) results for a structure of composition C40H28F2IN3PPd.

Geometry as XYZ:
```
76
Properties=species:S:1:pos:R:3:lowdin_charge:R:1
Pd 0.5731 1.2641 0.3090 0.508
I 0.1833 0.7820 2.9833 1.152
C 1.1967 -1.0666 3.1047 -0.577
C 1.9691 -1.1043 4.2360 -0.191
C 2.7257 -2.2367 4.5737 -0.060
C 2.6638 -3.3215 3.7587 -0.020
C 1.8674 -3.3168 2.5880 -0.150
C 1.8332 -4.5149 1.8349 -0.019
C 1.0677 -4.6144 0.7192 -0.042
C 0.3428 -3.4885 0.2996 -0.089
C 0.3579 -2.2829 0.9617 -0.268
P -0.6420 -0.9686 0.1223 1.033
C -2.3309 -1.5387 0.5833 -0.343
C -2.9605 -1.0060 1.7067 -0.131
C -4.1866 -1.4941 2.1359 -0.070
C -4.8066 -2.5225 1.4436 -0.069
C -4.1888 -3.0643 0.3258 -0.061
C -2.9602 -2.5818 -0.0976 -0.098
C -0.5224 -1.3594 -1.6500 -0.402
C -1.6220 -1.1494 -2.4797 -0.107
C -1.4894 -1.2263 -3.8600 -0.066
C -0.2538 -1.4962 -4.4261 -0.071
C 0.8517 -1.6869 -3.6070 -0.067
C 0.7207 -1.6166 -2.2298 -0.104
C 1.1090 -2.1678 2.1887 -0.167
H 1.9976 -0.2460 4.8938 0.081
H 3.3260 -2.2358 5.4727 0.115
H 3.2164 -4.2224 3.9924 0.121
H 2.4232 -5.3527 2.1843 0.121
H 1.0188 -5.5323 0.1496 0.116
H -0.2407 -3.5791 -0.6065 0.100
H -2.4912 -0.2119 2.2690 0.023
H -4.6546 -1.0696 3.0146 0.109
H -5.7642 -2.9028 1.7736 0.110
H -4.6632 -3.8688 -0.2208 0.111
H -2.4963 -3.0236 -0.9697 0.099
H -2.5907 -0.9152 -2.0554 0.109
H -2.3545 -1.0664 -4.4900 0.113
H -0.1493 -1.5550 -5.5016 0.112
H 1.8221 -1.8891 -4.0427 0.114
H 1.5946 -1.7554 -1.6031 0.114
F -0.8400 2.1937 -4.6557 0.087
C 0.1571 1.9367 -3.7988 -0.271
C -0.1411 1.7917 -2.4588 -0.037
C 0.8892 1.4982 -1.5828 -0.224
C 2.2143 1.3694 -2.0349 -0.120
C 2.4410 1.5463 -3.3980 -0.214
F 3.6889 1.4287 -3.8875 0.079
C 1.4394 1.8267 -4.2999 0.075
C 3.2226 1.0387 -1.0259 -0.195
C 4.5792 0.8114 -1.2491 0.016
C 5.4006 0.5066 -0.1799 -0.036
C 4.8635 0.4295 1.0947 -0.040
C 3.5115 0.6600 1.2464 -0.122
N 2.7088 0.9561 0.2217 0.011
H -1.1657 1.8885 -2.1259 0.119
H 1.6502 1.9459 -5.3525 0.141
H 4.9795 0.8755 -2.2465 0.111
H 6.4558 0.3323 -0.3431 0.118
H 5.4715 0.1953 1.9565 0.113
H 3.0463 0.6081 2.2199 0.062
N -0.8427 5.3685 0.3027 0.139
C -0.0024 4.3294 0.1006 -0.136
N -0.5664 3.1737 0.3413 0.008
C -1.8737 3.4625 0.7176 -0.233
C -2.9262 2.6080 1.0330 -0.017
C -4.1374 3.1835 1.3552 -0.068
C -4.3085 4.5781 1.3583 -0.073
C -3.2791 5.4349 1.0273 -0.006
C -2.0607 4.8464 0.7034 -0.185
H -0.6151 6.3385 0.1677 0.167
H 1.0164 4.4608 -0.2270 0.139
H -2.7973 1.5353 0.9997 0.074
H -4.9796 2.5505 1.6008 0.108
H -5.2750 4.9886 1.6170 0.109
H -3.4181 6.5074 1.0174 0.116
```

As for the total energy: -72705.387 eV. The net charge is +1.

DFT (ωB97M-V with the def2-TZVPD basis set) results for a cluster of 2 separate species, CH2FIO2S in total at a distorted geometry.

Geometry as XYZ:
```
8
Properties=species:S:1:pos:R:3:nbo_charge:R:1
C -1.1198 -1.3485 -1.7004 0.060
O 1.7446 2.5336 2.1874 -0.823
O -0.4006 1.5187 1.6052 -0.805
F -0.7684 -0.2047 -2.2572 -0.328
S 0.9671 1.3599 2.1584 1.657
I 2.2847 -0.4365 0.8290 -0.029
H -2.2686 -1.6035 -1.7325 0.139
H -0.4390 -1.8190 -1.0900 0.129
```

As for the total energy: -26813.775 eV.

DFT (ωB97M-V with the def2-TZVPD basis set) results for an isolated molecule of C10H16O2 at a distorted geometry.

Geometry as XYZ:
```
28
Properties=species:S:1:pos:R:3:nbo_charge:R:1
C -2.5709 -1.8616 0.0311 -0.604
C -1.5599 -0.7049 -0.1584 -0.166
C -1.8237 0.6501 0.6280 -0.557
C -0.8689 1.6271 -0.0908 0.810
O -1.0242 2.4576 -0.9439 -0.561
O 0.3536 1.3196 0.3224 -0.505
C 0.4686 0.1070 0.9558 0.091
C 1.8899 -0.2169 1.3045 -0.432
C 2.6952 -0.0368 0.0747 -0.408
C 1.9454 -0.4263 -1.2564 -0.401
C 0.6704 -1.2998 -1.0566 -0.403
C -0.0785 -0.9883 0.1738 -0.263
H -2.6203 -2.2159 1.0975 0.204
H -3.5232 -1.4254 -0.1007 0.211
H -2.3253 -2.5610 -0.7194 0.217
H -1.7552 -0.4006 -1.2369 0.207
H -2.8433 0.9002 0.4266 0.227
H -1.8707 0.7042 1.6977 0.234
H -0.0240 0.0269 1.9592 0.186
H 2.3767 0.3626 2.0856 0.222
H 1.9281 -1.1856 1.8543 0.216
H 3.0038 1.0147 -0.0809 0.227
H 3.6531 -0.7219 0.0508 0.205
H 1.4167 0.4992 -1.7810 0.210
H 2.6108 -0.8649 -1.9041 0.208
H -0.0640 -1.1972 -1.8687 0.206
H 0.8518 -2.4009 -1.0283 0.203
H -0.0563 -1.8491 0.8860 0.216
```

As for the total energy: -14722.902 eV. As for the SMILES: C[C@H]1CC(=O)O[C@@H]2CCCC[C@H]12.

We obtain ΔE to the lowest compared entry with this formula, charge and spin values of 35.6; 0.0; 205.7; 151.8 kJ/mol for the records listed above, in that order.